Record 1
Computed, not measured: a cluster of 9 separate species, C47H120N8O15 in total, with ωB97M-V/def2-TZVPD.

Geometry (Å):
C1 17.947456 -3.447274 -4.468499
C2 21.858342 -5.105156 -2.144747
H1 16.466377 3.887174 -2.041086
H2 20.886983 -5.241414 -1.669373
H3 28.885206 -6.671279 -4.417427
C3 28.158525 -5.912274 -4.707189
N1 25.060223 1.829970 -5.310847
O1 28.658472 -4.852737 -5.394862
H4 20.724799 4.278525 -1.622693
O2 15.380743 1.136601 -4.526337
C4 20.009947 -0.170102 -2.389973
H5 18.509450 -2.644462 -6.871502
H6 21.363836 -1.484559 -4.261981
O3 14.915113 0.519252 -9.176855
N2 16.359231 -0.395195 -6.810674
H7 16.525384 -4.496497 -9.812563
C5 24.806188 2.680714 -4.164931
H8 22.445053 -1.769748 0.833366
H9 23.640002 4.503346 -3.703464
H10 23.044260 -1.404812 -0.823425
C6 18.345568 -5.283398 -10.269341
H11 23.906566 -0.726047 -11.097530
C7 15.864722 -0.537824 -9.191490
N3 17.731750 -3.287418 -6.915067
H12 26.287028 -1.302034 -5.738791
H13 17.272006 2.734471 -0.974475
H14 17.740789 -1.084560 -8.229457
O4 22.106120 -3.231463 -0.463476
H15 14.180400 0.304667 -3.052319
H16 23.462490 -1.302193 -12.666052
O5 17.804547 -4.360932 -3.378244
C8 19.884479 3.586361 -1.676204
H17 27.406888 -3.343684 -4.866114
C9 28.217263 -3.165443 -6.993889
C10 23.833364 3.842479 -4.548441
H18 16.970508 -2.665012 -6.684382
O6 22.105549 -3.349461 -6.068429
H19 16.985354 -4.842680 -5.746814
H20 25.942311 -0.020176 -8.805669
H21 23.903034 -3.321241 -12.499261
C11 19.651838 0.407977 -11.675145
H22 24.391788 -0.846453 -9.009229
H23 23.269349 -3.406218 -2.207219
H24 20.935732 0.268155 -2.017214
H25 18.458888 4.920597 -2.724974
H26 21.881602 4.799643 -5.892646
H27 24.602333 -3.198482 -11.033268
H28 17.589514 -6.560264 -8.658533
C12 23.253652 -4.179341 -5.827141
C13 21.557512 4.076733 -5.144001
H29 15.293326 -1.445217 -8.995932
N4 29.237045 -2.203337 -6.611613
C14 23.064632 -1.118105 -11.668092
C15 16.926952 -0.366540 -8.128406
C16 17.406275 3.369160 -1.850399
C17 20.919369 -1.977690 -7.768406
H30 21.848994 0.327846 -4.122413
C18 23.140100 -4.853075 -11.041494
H31 21.579564 -2.962493 -2.417672
C19 29.597218 -1.488288 -7.862342
H32 18.756590 -3.249249 -1.868072
O7 24.878869 -0.477431 -7.073825
H33 33.678915 -1.231310 -5.925358
C20 18.076034 -6.725317 -9.619864
C21 19.057837 -5.076421 -5.985488
O8 19.941631 -0.092521 -3.778119
H34 24.833241 -6.588465 -1.786598
H35 30.090205 -2.583483 -6.227277
H36 13.186004 -0.600012 -9.778003
N5 20.206822 -1.471151 -6.560942
C22 25.498694 0.479454 -4.910554
H37 23.984006 -5.528420 -10.900652
H38 24.636695 -0.045682 -4.499103
H39 24.340948 1.914898 -6.014786
C23 17.817652 -3.774048 -2.044366
H40 20.005420 -4.538538 -6.015094
H41 21.830671 -0.146799 -6.409629
H42 18.972145 -5.690532 -6.881943
C24 25.277732 -0.771285 -8.378715
H43 21.281319 4.446810 -4.156646
H44 19.980954 -3.911913 -10.647024
H45 22.653107 -4.780628 -10.069024
O9 22.279975 -5.480972 -11.958672
H46 19.067312 -5.697408 -5.089735
H47 17.013904 0.384238 -3.645398
H48 17.091350 -2.777337 -4.388692
C25 33.008262 -0.761148 -6.644581
O10 22.610083 3.179294 -4.930412
C26 23.969152 -6.286276 -2.378310
H49 30.643023 0.150882 -6.917532
O11 18.304555 5.133701 -0.719534
H50 15.883701 -0.796533 -4.204735
C27 18.518056 4.296659 -1.833177
C28 25.928784 -0.344001 -6.115529
C29 21.923892 -0.015345 -11.593818
H51 24.187786 -3.648194 -5.644482
H52 24.333692 -5.386906 -2.874658
H53 24.407408 4.369163 -5.310798
H54 27.374412 -6.391424 -5.293428
O12 24.890119 -7.732982 -4.026814
H55 21.737102 -2.610738 -11.526870
H56 20.719622 3.582700 -5.635904
C30 23.093488 -5.960845 -13.061104
H57 25.753288 2.978359 -3.714923
H58 17.992020 -0.781585 -5.524275
O13 17.496800 -7.658752 -10.493028
H59 31.400646 -0.316568 -8.488769
H60 23.055210 -4.801100 -4.954140
H61 15.865110 -6.528518 -11.020881
H62 19.859843 2.835195 -0.886749
H63 15.544753 0.199005 -6.871032
H64 23.661310 -6.828277 -12.724591
H65 13.921818 2.023609 -3.350411
H66 20.335604 -2.669554 -8.375579
C31 16.382806 0.127597 -4.496247
H67 18.682706 -0.090747 -11.662644
C32 13.869733 0.190627 -10.087052
H68 22.999562 -5.926591 -0.502595
H69 19.207170 0.439101 -1.974624
H70 21.660376 -5.389247 -3.178293
H71 22.424544 -6.417928 -13.790260
H72 21.295221 -1.384590 -0.430540
H73 21.198518 -1.125204 -8.387631
C33 22.252820 -3.636973 -1.888613
H74 23.386067 -4.950783 -6.585727
H75 27.739325 -5.542292 -3.771512
C34 27.643421 -3.937409 -5.749090
H76 33.668852 -0.431864 -7.446633
H77 26.688986 -4.314864 -6.116057
H78 24.326977 -8.263122 -5.958242
C35 23.650467 -7.377940 -3.358328
H79 17.721697 -3.850469 -8.867913
C36 22.204056 -2.643070 -7.296339
O14 31.854504 -1.491419 -6.942078
H80 22.026248 0.750544 -12.362607
H81 19.706777 1.259609 -10.997071
H82 17.764563 0.930528 -5.929560
H83 23.003169 -1.902256 -7.269692
H84 14.124551 -0.105212 -11.104717
C37 17.251319 -0.013620 -5.747154
C38 21.136932 -0.433540 -4.440789
H85 15.648164 -7.717543 -9.653188
C39 20.857151 -0.280832 -5.938043
H86 16.944556 -3.141462 -1.884254
H87 26.288751 0.484329 -4.159627
C40 24.762325 -8.669403 -5.045274
H88 32.798646 0.204688 -6.184883
H89 29.654054 -2.040282 -8.800512
H90 20.322085 0.656675 -6.089305
O15 20.656385 -0.600911 -11.615209
H91 22.204030 0.479597 -10.663946
C41 16.110661 -7.511276 -10.618408
H92 18.280100 -5.410571 -11.349917
N6 22.656458 -2.393312 -11.169664
H93 13.184713 1.028665 -10.215623
H94 28.735522 -0.887093 -8.152412
H95 23.080970 -7.016966 -4.214762
C42 17.879219 -4.221782 -5.806714
H96 20.454024 -2.220499 -5.930487
C43 23.619178 -3.415139 -11.451074
H97 19.583608 0.702826 -12.722289
H98 16.339459 -0.484186 -10.171204
H99 25.789513 -8.943041 -5.286356
H100 19.988445 -4.624044 -8.982307
H101 19.985488 -1.213817 -2.076675
H102 26.796582 0.129451 -6.574736
C44 19.736892 -4.777870 -10.031669
N7 22.805552 -6.057517 -1.485096
H103 18.287355 4.586625 0.069146
H104 25.717832 -1.767624 -8.420123
H105 23.249906 -8.200516 -2.765868
H106 27.380164 -2.615127 -7.423463
H107 18.812223 -2.785279 -4.423098
H108 17.424723 0.592413 -8.272400
H109 24.240039 2.019587 -3.508818
H110 17.566164 2.615814 -2.621768
C45 30.887335 -0.668273 -7.593841
H111 24.279523 -9.605812 -4.765721
H112 20.448733 -5.564382 -10.282221
H113 20.035304 2.880530 -2.493007
H114 28.639146 -3.931461 -7.644532
H115 19.002998 -7.208030 -9.310310
C46 22.252332 -1.868110 -0.234953
H116 23.597646 -5.192485 -13.647244
C47 14.679364 1.241490 -3.300313
H117 15.709986 -8.222755 -11.340465
H118 17.795760 -4.642774 -1.386381
N8 17.495220 -4.216206 -9.781713
H119 22.471928 -3.326477 -8.102120
H120 15.394979 1.397605 -2.493090

Force components x, y, z for each atom (eV/Å):
-1.260 -0.483 0.455
0.299 -0.004 2.827
0.007 -0.098 -0.007
-0.162 0.045 0.117
0.405 0.298 -0.407
-1.101 -1.298 1.357
-0.444 -1.200 2.663
0.502 1.046 -1.391
-0.084 -0.093 0.287
-0.113 0.386 -0.882
0.185 0.111 0.086
0.492 0.144 -0.129
0.735 -0.003 0.401
-0.637 -0.144 -0.536
-0.234 -0.758 -0.450
-0.158 0.217 0.194
-1.090 1.152 -0.563
0.234 0.195 -0.063
0.214 0.018 0.082
0.203 0.071 -0.070
-0.024 -0.410 1.005
0.149 -0.016 0.131
0.188 0.155 0.120
-0.147 0.110 0.290
-0.107 -0.248 -0.020
0.249 0.385 0.555
-0.255 -0.390 -0.178
0.523 -2.237 -1.607
-0.227 -0.254 -0.119
-0.055 0.584 -0.671
0.722 0.466 0.615
-0.612 -0.536 -0.995
0.054 0.583 0.007
-0.109 -0.431 2.745
0.393 -1.645 0.476
-0.689 0.166 -0.233
0.684 -0.202 0.020
-0.099 -0.073 -0.069
0.204 0.050 0.092
-0.196 -0.676 -0.737
-0.987 -1.119 -1.755
-0.171 0.238 0.211
0.256 -0.096 0.015
0.364 0.090 0.075
0.352 0.156 0.049
-0.093 0.676 0.424
-0.088 0.102 0.948
-0.932 -0.148 -0.058
-0.881 -0.599 0.309
-0.362 0.336 -0.525
0.345 -0.489 -0.325
-0.300 0.929 -1.764
-0.655 0.724 -0.826
0.360 0.585 -0.195
-1.618 -2.229 -1.137
0.194 0.714 1.130
0.823 -0.337 0.047
0.616 0.869 0.030
-0.119 -0.031 -0.456
0.711 0.697 0.720
0.014 0.290 -0.005
-0.169 0.942 1.859
-0.461 -0.705 -0.071
1.398 1.021 -0.258
0.763 -1.110 0.346
-0.696 0.265 -0.370
-0.056 -0.329 0.125
-0.097 -0.565 0.051
0.342 -0.438 0.735
0.259 0.304 0.059
0.114 -0.245 -1.970
0.470 0.195 0.097
-0.530 0.280 0.235
-0.107 -0.185 -1.030
0.176 -1.103 -1.458
-0.014 0.219 -0.078
0.362 0.148 -0.166
0.053 -0.085 0.049
0.003 -0.741 -0.780
-0.351 0.633 -0.333
-0.170 0.131 0.223
-0.324 0.079 -0.083
0.831 0.292 -1.147
0.368 -0.452 -0.141
0.545 -0.080 0.217
-0.287 0.294 -0.361
0.987 1.156 0.837
2.290 -0.618 -0.219
-0.073 0.201 1.532
0.008 0.321 -0.048
0.355 1.376 0.269
0.066 -0.486 -0.378
1.529 0.141 1.285
0.371 -0.068 -0.837
1.829 -1.208 0.140
-0.027 0.387 -0.230
-0.232 0.341 -0.277
-0.805 0.515 -0.610
-0.236 -0.300 0.136
-0.336 0.353 1.357
-0.070 -0.226 -0.050
0.043 -0.420 0.432
-1.884 -0.823 -0.169
-0.064 0.060 0.146
0.005 0.031 -0.218
0.005 -0.122 0.045
-0.571 0.382 -0.330
-0.207 0.433 0.340
-0.235 0.293 0.269
0.009 0.602 0.818
-0.164 0.198 0.578
0.779 0.452 0.120
0.323 0.072 -0.152
-0.363 0.216 0.344
0.114 0.389 1.301
0.004 -0.183 1.061
-1.183 0.550 -0.063
-0.012 0.470 -0.295
-0.232 -0.379 0.028
0.561 0.323 -0.100
-0.446 0.151 0.106
0.085 0.400 -0.107
-0.075 -0.104 -0.273
-0.750 0.850 0.742
0.094 0.357 -0.632
-0.436 -0.208 0.344
1.276 0.845 -1.487
-0.302 -0.612 -0.943
-0.027 -1.108 0.184
-0.408 0.109 -0.056
1.636 0.015 -1.121
0.038 -0.344 0.350
0.830 -0.312 -1.383
-0.054 -0.247 -0.036
0.118 -0.126 -0.387
0.318 -0.269 0.175
0.263 0.307 -0.118
0.155 0.041 0.439
0.987 0.105 -0.029
-1.776 0.316 0.889
-1.628 0.310 -0.898
-0.344 0.310 0.085
0.719 -0.490 -0.383
0.031 0.155 0.012
-0.067 0.441 -0.032
0.949 -0.459 -0.401
-0.638 0.177 0.341
0.706 -1.119 0.229
-0.395 -0.161 -0.111
0.009 0.702 0.837
-0.864 0.324 0.559
-0.230 -0.072 -0.238
-0.497 -0.032 -0.129
-0.571 0.172 1.628
0.395 0.430 0.262
0.035 0.907 0.438
-1.163 -0.176 0.452
-0.760 1.368 0.645
-0.654 -0.170 0.640
0.064 -1.046 -0.413
0.573 0.976 -0.139
0.089 -0.704 -0.160
0.044 -0.066 -0.202
-0.465 0.466 0.250
-0.268 -0.023 0.299
0.179 0.098 -0.158
1.553 -1.245 0.065
-0.086 0.171 -2.395
-0.032 -0.077 0.087
0.367 0.017 -0.076
-0.336 -0.230 -0.543
0.152 -0.074 -0.426
0.641 -0.186 0.235
0.151 0.555 -0.350
0.136 -0.135 0.553
-0.256 0.024 -0.528
-0.192 -0.608 -0.044
-0.405 0.085 0.215
0.098 -0.035 -0.464
0.151 0.315 -0.736
-0.417 -0.089 -0.401
0.425 0.181 -0.287
-0.605 -0.054 0.390
0.490 0.075 0.621
0.412 -0.629 -0.197
0.316 -0.201 0.029
-0.160 0.197 0.124
-0.946 -0.170 -1.247
0.282 -0.325 -0.062
0.009 0.414 0.248

Values from the calculation:
E ... -93297.7682 eV
Expectation value of S² ... 0.75
Kohn-Sham gap (spin up / spin down) ... 0.254 / 0.069 Eh
2S+1 ... 2
Net charge ... +1

***

Record 2
Computed, not measured: the molecule C6H7NO, with ωB97M-V/def2-TZVPD.

Geometry (Å):
C1 -0.940550 0.892328 -0.852449
N1 -1.278246 -1.213312 0.036030
O1 3.012705 -0.041226 -0.154606
H1 -0.825069 -2.240149 0.101389
H2 -1.189887 1.557229 -1.662049
C2 1.842430 0.370977 0.110038
H3 -1.332145 2.096198 0.744683
H4 -0.295725 -1.124619 -1.821135
C3 0.739920 -0.509318 0.119634
H5 -0.353048 -0.378838 2.131399
C4 -1.136573 1.108377 0.421875
H6 1.617982 1.613427 0.508237
H7 1.071677 -1.421825 0.213545
C5 -0.575882 -0.201009 1.078884
C6 -0.357583 -0.508239 -0.975478

Force components x, y, z for each atom (eV/Å):
-0.204 -0.423 -2.003
1.096 -1.764 0.982
-4.149 1.935 0.925
-1.212 2.804 0.383
0.111 0.046 -0.131
5.576 3.186 0.341
-0.573 0.411 1.138
0.444 -0.021 -1.650
-4.311 4.038 -0.066
-1.022 -0.026 -0.084
1.482 -1.057 0.781
0.789 -3.403 -1.317
1.767 -4.990 0.820
1.436 -0.840 -2.964
-1.229 0.104 2.845

Values from the calculation:
SMILES ... O=C[C@@H]1[C@@H]2C=C[C@H]1N2
E ... -9867.9437 eV
Kohn-Sham gap ... 0.355 Eh

***

Record 3
Computed, not measured: a structure of composition C3H3CsLiO4, with ωB97M-V/def2-TZVPD.

Geometry (Å):
O1 -0.627934 1.348259 0.505737
H1 -3.366726 0.057886 -0.092424
H2 -2.405539 2.289823 0.281402
C1 -1.781659 1.388434 0.100872
Li1 0.042344 -0.533234 0.008983
C2 -2.402142 0.239518 -0.636355
O2 4.093570 -0.250976 0.333723
O3 1.939295 -0.816466 0.291602
O4 -1.594859 -0.839189 -0.761479
H3 -2.746768 0.695645 -1.602391
Cs1 5.950281 -3.556821 1.412215
C3 2.900132 -0.022882 0.158119

Force components x, y, z for each atom (eV/Å):
-0.546 0.104 -0.053
0.100 0.011 -0.050
0.089 -0.036 -0.039
0.495 -0.118 0.126
0.075 0.145 -0.161
0.090 -0.344 -0.062
0.414 0.455 -0.082
-0.353 0.774 -0.259
-0.050 0.336 0.168
0.040 -0.041 0.099
-0.411 0.531 -0.189
0.057 -1.817 0.502

Values from the calculation:
E ... -12101.7051 eV
Expectation value of S² ... 0.75
Kohn-Sham gap (spin up / spin down) ... 0.156 / 0.188 Eh
2S+1 ... 2

***

Record 4
Computed, not measured: a structure of composition C2H4O3Pm, with ωB97M-V/def2-TZVPD.

Geometry (Å):
H1 -2.406074 -0.302369 -1.324596
O1 0.604868 -0.621100 0.408137
H2 1.669469 -0.035032 -1.263127
O2 -1.950037 0.689808 0.408502
C1 -2.052306 -0.353263 -0.280259
H3 -2.228050 -1.321461 0.220316
H4 2.645320 -0.635738 0.129742
C2 1.757544 -0.026562 -0.152619
Pm1 0.069543 1.326567 1.536549
O3 1.889721 1.279152 0.317353

Force components x, y, z for each atom (eV/Å):
0.895 0.209 0.019
-1.090 2.084 1.502
0.073 0.134 0.550
0.672 -1.310 -1.007
-2.088 1.192 1.379
0.910 0.156 -0.122
-0.367 0.421 -0.103
0.478 -1.299 -0.770
2.677 -2.626 -3.207
-2.160 1.039 1.760

Values from the calculation:
E ... -24827.5329 eV
Expectation value of S² ... 6.01
Kohn-Sham gap (spin up / spin down) ... 0.278 / 0.285 Eh
2S+1 ... 5
Net charge ... +1